(1)
Entry from the OMol25 dataset: C35H52N4PdS as an isolated structure at a distorted geometry (wB97M-V/def2-TZVPD).

Last column: Mulliken spin population.
Geometry (Å):
H1 3.14 -3.44 1.94  -0.0278
C1 -1.50 4.40 0.09  0.8224
H2 -2.16 3.70 -2.80  -0.0192
H3 -0.09 -2.73 0.02  -0.0688
N1 3.41 -0.78 -1.34  0.0417
C2 -2.31 -0.38 -2.76  1.6702
C3 -1.66 3.16 -0.79  -2.2921
N2 -2.16 2.03 0.09  0.9640
H4 4.94 0.78 0.15  0.0020
H5 -1.59 -0.58 3.86  0.1333
C4 -4.12 -0.92 2.90  1.4748
H6 -0.33 2.07 -2.08  -0.0543
H7 4.46 -3.67 -0.32  0.0383
C5 2.08 -3.48 1.67  -0.0509
H8 -1.88 -2.28 0.80  -0.0080
C6 0.43 -0.29 -2.79  -0.3685
C7 -1.58 0.98 0.73  -1.4016
H9 1.72 -0.29 4.53  0.1049
H10 0.11 -4.25 -0.95  -0.0079
H11 1.62 -4.32 2.19  -0.0055
H12 4.57 2.30 -0.70  -0.0047
H13 3.18 2.47 -2.36  -0.0317
C8 -0.26 -0.43 -1.60  1.1430
H14 0.23 0.08 -4.88  0.2725
C9 2.20 -1.27 -0.82  0.1970
H15 0.46 2.75 -0.67  -0.0423
H16 -0.73 -1.20 2.41  0.0776
C10 -0.90 2.53 4.22  -0.2168
H17 -4.14 -1.91 3.41  -0.0616
H18 -0.22 -0.23 6.17  0.0598
C11 2.37 -5.07 -0.28  -0.0850
H19 -5.02 -0.94 2.24  -0.1606
H20 1.65 -5.82 0.07  0.0228
C12 0.38 -3.72 -0.04  -0.0242
H21 1.52 -0.39 -2.76  -0.1487
C13 -0.13 0.51 5.35  -0.0347
H22 4.78 -0.12 -3.58  -0.0079
Pd1 0.60 -0.04 0.23  0.9648
C14 2.82 1.44 -2.38  0.0457
C15 -1.66 -1.19 2.97  0.5438
H23 -3.49 3.97 -1.68  -0.3342
H24 -0.89 4.19 0.96  0.0735
C16 4.44 -1.66 -1.16  -0.0373
H25 -4.78 1.02 1.74  0.5919
H26 -0.06 3.78 -1.96  0.1358
H27 3.28 1.41 0.14  0.0322
C17 -3.48 2.23 0.46  -0.1807
S1 1.91 0.76 1.98  0.7015
C18 0.22 2.49 3.39  0.6119
C19 -1.70 -0.14 -3.97  -1.8266
H28 -0.99 5.17 -0.50  -0.0222
H29 -4.09 3.02 0.00  0.1979
H30 -2.15 -0.87 -0.70  -0.3797
H31 -3.01 2.33 -2.24  0.2272
H32 -2.82 -0.95 -5.62  0.0298
H33 -2.44 4.85 0.40  -0.1268
H34 1.59 -2.55 1.99  0.0676
H35 -2.26 0.73 -5.90  -0.0064
H36 -3.57 0.41 -4.77  -0.0430
C20 0.95 1.28 3.32  0.1655
H37 0.55 3.30 2.77  0.0121
C21 -2.81 -0.82 2.07  -3.9062
H38 2.37 -5.14 -1.37  0.0083
H39 5.12 1.56 -3.21  0.0036
H40 1.89 1.46 -1.79  0.0534
C22 1.87 -3.70 0.18  0.1682
H41 -3.38 -0.38 -2.73  0.3457
H42 -1.93 1.60 5.91  -0.0551
C23 -0.30 -0.10 -3.97  0.7792
H43 -3.55 -1.77 0.26  -0.1396
C24 -1.61 -0.58 -1.59  -1.0399
C25 -1.10 1.52 5.18  0.4088
C26 4.20 1.30 -0.46  0.1032
H44 -4.23 -0.14 3.68  0.0862
C27 -2.67 3.31 -1.93  0.9358
H45 -0.01 -4.33 0.79  0.0252
H46 3.33 -5.37 0.15  -0.0061
C28 3.85 0.56 -1.75  -0.3718
C29 -3.82 1.21 1.26  -0.2358
H47 -1.85 -2.21 3.29  -0.0865
H48 -1.60 3.37 4.15  0.0771
H49 -3.32 -2.80 1.64  0.1857
C30 3.93 -2.78 -0.64  0.0614
C31 -2.62 0.03 -5.15  0.0985
H50 6.00 0.35 -2.32  0.0196
C32 0.93 0.44 4.46  0.1155
N3 2.57 -2.57 -0.51  -0.0706
N4 -2.67 0.48 1.46  1.3747
C33 -0.33 2.90 -1.39  0.5125
C34 5.01 0.56 -2.75  0.0938
C35 -2.88 -1.97 1.09  1.0699
H51 2.65 1.19 -3.43  0.0346
H52 5.48 -1.43 -1.34  0.0051

Values from the calculation:
- E_tot (eV) = -57405.626
- HOMO-LUMO gap (spin up / spin down) (eV) = 1.32 / 5.12
- net charge = -2
- HOMO energy (spin up / spin down) (eV) = 2.917 / -1.781
- spin multiplicity = 5
- ΔE to the lowest compared entry with this formula, charge and spin (kJ/mol) = 261.57


(2)
Entry from the OMol25 dataset: an isolated molecule of C2H3BrOS at a distorted geometry (wB97M-V/def2-TZVPD).

Last column: natural (NBO) charge in e.
Geometry (Å):
H1 1.40 -0.25 -0.74  0.2141
C1 -0.20 0.81 0.19  -0.1307
Br1 -1.64 1.03 -0.96  0.1694
H2 -0.94 -1.13 -0.93  0.4633
S1 -0.01 2.00 1.66  -0.0377
O1 -0.36 -1.48 -0.24  -0.6960
C2 0.61 -0.40 0.03  -0.2260
H3 1.16 -0.58 1.00  0.2436

Values from the calculation:
- E_tot (eV) = -85045.423
- HOMO-LUMO gap (spin up / spin down) (eV) = 7.71 / 7.71
- HOMO energy (spin up / spin down) (eV) = -9.216 / -9.216
- ΔE to the lowest compared entry with this formula, charge and spin (kJ/mol) = 195.69


(3)
Entry from the OMol25 dataset: a 2-piece molecular cluster, C4H9N2 overall at a distorted geometry (wB97M-V/def2-TZVPD).

Last column: natural (NBO) charge in e.
Geometry (Å):
H1 -3.35 -0.94 0.68  0.2671
N1 2.53 0.14 0.03  -0.3792
H2 3.81 -0.53 1.57  0.2554
C1 1.53 0.39 -0.50  0.2560
H3 -1.80 1.46 -1.32  0.4404
H4 4.22 -0.99 -0.04  0.2545
H5 -2.77 0.45 1.61  0.2740
H6 -3.63 0.68 0.04  0.2346
C2 -2.92 -0.01 0.59  -0.6855
C3 3.76 -0.12 0.50  -0.4896
H7 -0.05 0.57 -1.09  0.4330
H8 -0.90 -0.63 0.73  0.2254
C4 -1.56 0.03 0.04  0.2922
N2 -1.11 0.78 -0.81  -0.6441
H9 4.59 0.56 0.37  0.2657

Values from the calculation:
- E_tot (eV) = -7265.304
- HOMO-LUMO gap (eV) = 11.99
- net charge = +1
- HOMO energy (eV) = -15.614
- ΔE to the lowest compared entry with this formula, charge and spin (kJ/mol) = 273.77


(4)
Entry from the OMol25 dataset: C31H26AlN7O2S2 as an isolated structure at a distorted geometry (wB97M-V/def2-TZVPD).

Last column: natural (NBO) charge in e.
Geometry (Å):
H1 18.02 12.14 7.48  0.2332
H2 18.47 10.52 6.96  0.2806
C1 10.84 18.95 12.92  0.1344
Al1 13.52 11.53 10.51  1.9698
C2 12.51 15.56 10.78  -0.2338
N1 12.53 13.22 10.87  -0.6569
H3 9.63 22.00 13.85  0.2340
N2 10.35 16.83 13.50  -0.4100
H4 11.07 20.86 11.94  0.2283
C3 9.89 20.92 13.79  -0.1657
N3 12.23 10.05 10.18  -0.6266
C4 12.28 10.91 7.96  0.0818
O1 13.74 11.18 12.24  -0.8763
H5 19.27 10.02 9.39  0.2514
C5 13.89 11.68 16.25  -0.2641
C6 9.56 18.78 14.94  -0.1878
C7 9.46 20.14 14.97  -0.1984
H6 9.20 7.73 9.37  0.2560
H7 13.01 12.71 8.33  0.4290
C8 10.13 8.34 9.50  -0.0614
C9 10.25 18.13 13.88  0.0787
H8 9.06 20.71 15.76  0.2313
H9 10.56 10.16 5.25  0.2483
H10 12.90 11.32 14.44  0.2048
N4 11.40 18.06 11.99  -0.5265
H11 13.89 14.32 9.64  0.2231
N5 15.48 11.88 10.47  -0.5729
H12 10.25 14.39 12.97  0.2748
C10 16.10 12.32 14.77  0.3780
C11 14.80 11.87 12.64  0.5903
H13 9.21 18.17 15.73  0.2279
H14 11.22 12.18 12.10  0.2308
H15 9.29 8.80 6.94  0.2440
C12 10.64 20.36 12.80  -0.2392
S1 16.46 10.71 8.33  0.3145
H16 12.91 16.47 10.33  0.2363
C13 18.12 11.14 7.84  -0.5464
C14 16.58 11.54 9.86  -0.0751
N6 13.36 11.73 8.47  -0.9305
C15 10.85 10.04 6.25  -0.1759
C16 15.08 12.10 16.88  -0.1223
H17 12.13 9.17 12.00  0.2357
O2 17.27 12.78 14.13  -0.6535
H18 17.08 12.68 16.62  0.2444
C17 13.82 11.63 14.89  -0.0866
N7 15.75 12.29 11.83  -0.4557
C18 16.17 12.38 16.14  -0.2645
C19 11.96 10.86 6.63  -0.1459
C20 10.67 9.19 8.51  -0.0249
C21 11.72 10.03 8.89  0.1462
C22 13.04 14.34 10.36  0.0400
C23 10.66 8.26 10.77  -0.2564
H19 20.04 11.63 8.94  0.2799
H20 14.22 11.60 7.94  0.4406
H21 13.05 11.51 16.87  0.2263
C24 11.53 15.57 11.76  0.1200
S2 18.07 11.87 10.51  0.4754
C25 11.50 13.20 11.71  0.0727
C26 10.20 9.32 7.19  -0.1507
H22 15.14 12.27 17.96  0.2333
H23 12.45 11.59 6.07  0.2287
C27 19.03 11.07 9.10  -0.5237
C28 10.98 14.38 12.18  -0.2100
C29 11.02 16.80 12.43  0.2809
C30 14.92 12.04 14.08  -0.2765
C31 11.66 9.19 11.04  0.1381
H24 17.00 12.66 13.20  0.4912
H25 10.26 7.60 11.51  0.2668
H26 12.01 18.30 11.24  0.4163

Values from the calculation:
- E_tot (eV) = -75353.273
- HOMO-LUMO gap (eV) = 6.08
- net charge = +2
- HOMO energy (eV) = -12.476


(5)
Entry from the OMol25 dataset: an isolated molecule of C18H19F3N4O4S at a distorted geometry (wB97M-V/def2-TZVPD).

Last column: natural (NBO) charge in e.
Geometry (Å):
H1 -4.09 -0.46 -1.63  0.1967
H2 6.73 -0.35 0.62  0.1977
H3 6.10 -1.79 1.48  0.1994
H4 -0.56 -1.44 3.62  0.2281
H5 1.54 -0.21 3.32  0.2358
N1 -2.87 1.06 -0.84  -0.6982
C1 1.33 -1.68 0.20  0.2217
H6 1.61 1.80 1.89  0.2175
C2 3.63 -1.07 1.07  0.7889
C3 -1.64 0.98 1.54  -0.2621
H7 5.87 -0.17 2.18  0.1922
H8 -3.19 -0.82 -0.14  0.2311
C4 -1.69 -0.14 2.34  -0.2079
C5 -0.46 1.68 1.36  -0.2201
H9 -0.32 1.91 -2.29  0.2329
C6 2.44 -0.84 0.22  -0.3022
C7 -3.13 -0.33 -1.11  -0.2384
N2 0.25 -1.43 -0.50  -0.4907
O1 4.74 -0.58 0.50  -0.5064
H10 -2.31 -1.13 -2.98  0.1978
S1 -3.12 1.57 0.73  2.3241
C8 0.23 -0.31 -1.25  0.6015
F1 1.17 -2.94 2.23  -0.3080
C9 -0.87 1.13 -2.83  -0.2120
H11 -2.19 2.48 -3.81  0.2337
C10 1.32 -3.03 0.90  0.9542
H12 -0.47 2.56 0.74  0.2370
H13 -0.32 0.92 -3.76  0.2034
C11 0.64 0.13 2.82  -0.1933
H14 -2.81 0.84 -3.72  0.2010
H15 -1.66 -1.89 -1.52  0.2603
O2 -3.10 3.00 0.71  -0.9393
N3 1.27 0.55 -1.33  -0.5109
H16 -4.14 2.07 -2.18  0.1865
O3 3.61 -1.60 2.15  -0.5870
H17 -2.64 -0.65 2.47  0.2406
C12 -0.54 -0.57 2.99  -0.2100
C13 -2.27 1.61 -3.16  -0.4247
O4 -4.25 0.90 1.29  -0.9378
C14 -3.08 2.00 -1.92  -0.2195
C15 5.93 -0.73 1.25  -0.2610
N4 -0.84 -0.06 -1.99  -0.3808
F2 2.44 -3.71 0.67  -0.3170
H18 3.14 1.00 -0.68  0.2103
C16 -1.98 -0.94 -1.96  -0.2401
H19 -2.75 2.97 -1.53  0.2379
F3 0.31 -3.80 0.46  -0.3118
C17 0.68 1.25 2.01  -0.2081
C18 2.33 0.29 -0.61  0.1570

Values from the calculation:
- E_tot (eV) = -52113.080
- HOMO-LUMO gap (eV) = 8.94
- HOMO energy (eV) = -8.769
- ΔE to the lowest compared entry with this formula, charge and spin (kJ/mol) = 40.95


(6)
Entry from the OMol25 dataset: an isolated molecule of C19H22ClN3O7S at a distorted geometry (wB97M-V/def2-TZVPD).

Last column: natural (NBO) charge in e.
Geometry (Å):
H1 5.11 -0.42 -0.01  0.1976
C1 4.08 2.67 0.04  -0.0650
C2 1.28 -3.48 -0.04  -0.2774
O1 -5.72 -1.60 -0.20  -0.3664
O2 4.19 1.32 0.39  -0.5473
H2 3.73 2.49 -2.10  0.2310
C3 4.93 0.53 -0.51  -0.2687
Cl1 4.32 -2.24 2.20  0.0100
O3 -3.90 -1.72 -1.32  -0.3910
C4 -2.78 1.86 1.75  -0.1328
H3 5.89 1.00 -0.75  0.1639
C5 2.21 -1.08 1.01  -0.2180
C6 -4.82 0.79 0.98  0.0569
H4 -0.51 1.42 -1.31  0.2283
N1 -4.60 -1.23 -0.45  0.5315
C7 -6.31 0.77 0.95  -0.6364
C8 0.56 -2.31 -0.27  0.2866
C9 2.43 -3.46 0.72  -0.2026
C10 -4.03 -0.16 0.32  -0.0059
H5 2.97 -4.38 0.90  0.2300
H6 -0.49 -3.83 -2.29  0.1820
H7 -2.28 2.64 2.29  0.2414
H8 -6.69 0.63 -0.06  0.2383
H9 -4.75 2.54 2.20  0.2250
O4 2.28 0.69 -2.64  -0.6287
H10 -2.09 -3.11 -1.97  0.2235
C11 2.89 -2.27 1.25  -0.0571
N2 1.93 2.33 -1.12  -0.6253
H11 0.93 -4.42 -0.44  0.2261
H12 4.38 0.34 -1.44  0.1950
C12 1.05 -1.10 0.25  0.1570
H13 5.07 3.12 -0.09  0.1675
O5 0.13 0.39 2.50  -0.9075
H14 3.59 3.14 0.90  0.1881
H15 2.58 -0.15 1.40  0.2642
C13 -4.16 1.80 1.69  -0.2164
H16 -1.34 -4.16 -0.75  0.1798
C14 3.24 2.93 -1.22  -0.2618
C15 -1.15 -3.41 -1.53  -0.2571
O6 0.11 2.39 1.06  -0.9633
H17 3.15 4.01 -1.37  0.2015
S1 -0.23 1.00 1.26  2.3442
H18 -2.05 -0.85 -0.15  0.2690
C16 -2.63 -0.10 0.37  -0.1180
O7 -0.60 -2.23 -0.97  -0.5128
C17 1.61 1.21 -1.77  0.6650
N3 0.35 0.10 0.02  -0.7203
H19 -6.71 1.70 1.35  0.2147
C18 0.25 0.63 -1.33  -0.3105
C19 -2.02 0.90 1.09  -0.3475
H20 -0.05 -0.16 -2.02  0.2452
H21 1.36 2.61 -0.32  0.4276
H22 -6.69 -0.06 1.54  0.2472

Values from the calculation:
- E_tot (eV) = -62217.282
- HOMO-LUMO gap (eV) = 7.83
- HOMO energy (eV) = -8.642
- ΔE to the lowest compared entry with this formula, charge and spin (kJ/mol) = 0.00